# 1
DFT (ωB97M-V/def2-TZVPD) results for C12H19CuO7P as an isolated structure at a distorted geometry.

The calculation puts the gap between HOMO and LUMO (spin up / spin down) at 5.06 / 3.50 eV. The calculation puts the total energy at -80990.4582 eV. Its charge is +2. The calculation puts the highest occupied orbital energy (spin up / spin down) at -0.53713 / -0.53711 Eh. Its spin multiplicity is 2. The LUMO energy (spin up / spin down) is -9.56 / -11.11 eV.

Atoms and positions in Å:
Cu (0.999, 0.220, -1.791)
O (3.176, -0.836, 0.136)
C (2.364, -0.433, -0.553)
C (-1.003, 0.773, -2.283)
O (-1.912, 1.143, -2.869)
C (0.367, -1.649, -2.147)
O (0.088, -2.748, -2.401)
C (1.226, 1.996, -1.033)
O (1.489, 3.071, -0.767)
C (3.924, 0.681, -5.644)
H (4.554, 1.366, -5.067)
H (4.154, -0.386, -5.572)
C (2.827, 1.116, -6.286)
H (2.129, 0.417, -6.757)
H (2.528, 2.169, -6.253)
C (-0.359, 2.685, 3.126)
C (0.275, 1.729, 2.159)
O (-0.532, 1.781, 0.944)
P (-1.243, 0.372, 0.239)
O (-2.643, 0.521, 1.127)
C (-3.094, -0.400, 2.179)
C (-2.120, -0.661, 3.297)
O (-1.595, -1.418, -0.130)
C (-1.213, -2.591, 0.632)
C (0.237, -2.659, 1.014)
H (-0.365, 3.695, 2.712)
H (0.187, 2.684, 4.067)
H (-1.394, 2.401, 3.330)
H (1.351, 1.937, 1.972)
H (0.209, 0.702, 2.532)
H (-3.954, 0.151, 2.577)
H (-3.462, -1.365, 1.795)
H (-1.881, 0.247, 3.863)
H (-2.589, -1.359, 4.010)
H (-1.194, -1.148, 2.967)
H (-1.861, -2.657, 1.510)
H (-1.486, -3.440, -0.022)
H (0.569, -1.783, 1.568)
H (0.358, -3.524, 1.666)
H (0.890, -2.798, 0.156)

Atomic forces in eV per Å
Cu -0.435 -0.309 -0.348
O -2.042 1.101 -1.690
C 3.509 -1.884 2.607
C -3.069 1.266 -1.437
O 2.231 -0.897 1.195
C -1.540 -6.052 -2.088
O 1.295 5.055 1.205
C 0.974 4.755 0.307
O -0.550 -2.710 -0.519
C -0.886 0.130 0.257
H -0.056 -0.207 -0.433
H 0.083 0.397 -0.259
C 0.161 -0.285 0.863
H 0.391 0.282 -0.074
H 0.249 -0.335 -0.250
C -0.174 0.312 0.067
C 0.324 -0.566 0.863
O 0.128 -2.868 -2.192
P -4.608 -0.172 3.177
O 3.042 -0.084 -1.464
C -1.231 -0.477 0.397
C 0.302 0.228 0.370
O 1.992 2.581 0.617
C -0.563 -0.409 -0.109
C 0.035 -0.276 -0.086
H 0.070 -0.012 0.099
H 0.103 0.042 0.013
H 0.097 0.013 -0.046
H -0.772 0.114 -0.322
H 0.147 0.087 0.201
H 0.121 -0.229 -0.189
H 0.132 0.626 -0.450
H 0.036 -0.197 -0.178
H 0.049 0.231 -0.298
H -0.038 0.101 -0.017
H 0.158 0.071 -0.106
H 0.137 0.386 0.114
H -0.032 0.268 0.211
H 0.182 -0.003 0.014
H 0.048 -0.075 -0.022



# 2
DFT (ωB97M-V/def2-TZVPD) results for C12H19F6N2O8S2 as an isolated structure at a distorted geometry.

The calculation puts the gap between HOMO and LUMO at 7.72 eV. The calculation puts the total energy at -70087.9998 eV. Its charge is -1. The calculation puts the highest occupied orbital energy at -0.20242 Eh. The LUMO energy is 2.21 eV.

Atoms and positions in Å:
C (3.118, 0.431, -0.372)
C (2.971, 1.207, -1.389)
S (3.584, 2.896, -1.233)
O (3.536, 3.263, 0.154)
O (4.934, 2.826, -1.717)
N (2.753, 3.845, -2.220)
S (1.368, 4.450, -1.592)
O (0.467, 4.646, -2.706)
O (1.538, 5.694, -0.898)
C (0.493, 3.309, -0.491)
C (-0.735, 2.696, -1.172)
N (-0.426, 1.728, -2.211)
H (3.817, 0.672, 0.413)
H (2.544, -0.469, -0.230)
H (2.522, 0.931, -2.328)
H (1.114, 2.556, -0.022)
H (0.104, 3.923, 0.319)
H (-1.261, 2.139, -0.380)
H (-1.409, 3.466, -1.522)
H (-0.436, 2.143, -3.130)
H (0.448, 1.268, -2.018)
C (-3.736, -3.845, -2.555)
C (-2.474, -3.663, -3.373)
O (-1.599, -2.698, -2.769)
C (-0.853, -3.134, -1.762)
O (-0.850, -4.246, -1.321)
C (0.052, -2.000, -1.259)
F (-0.623, -0.860, -1.115)
F (1.059, -1.778, -2.126)
F (0.603, -2.307, -0.076)
H (-4.228, -2.885, -2.398)
H (-4.426, -4.518, -3.064)
H (-3.511, -4.258, -1.573)
H (-2.722, -3.268, -4.357)
H (-1.952, -4.607, -3.522)
C (0.279, -2.452, 4.843)
C (-0.703, -1.361, 5.216)
O (-0.425, -0.146, 4.501)
C (-0.872, -0.091, 3.250)
O (-1.474, -0.955, 2.684)
C (-0.537, 1.275, 2.634)
F (0.728, 1.638, 2.884)
F (-1.332, 2.239, 3.139)
F (-0.702, 1.263, 1.310)
H (1.303, -2.111, 4.997)
H (0.108, -3.341, 5.449)
H (0.183, -2.725, 3.793)
H (-0.606, -1.116, 6.272)
H (-1.733, -1.672, 5.046)

Atomic forces in eV per Å
C 0.100 -1.539 1.765
C -0.168 1.958 -1.318
S 1.525 0.772 -1.061
O -1.003 -0.155 0.919
O 0.706 -0.284 -0.926
N -0.978 -1.072 1.569
S -0.261 0.891 -1.439
O -0.368 -0.689 -0.749
O 0.823 0.184 1.246
C -0.712 0.177 0.021
C 0.287 -0.889 0.642
N -0.755 0.039 -0.292
H -0.337 0.466 0.480
H 0.317 -0.633 -0.409
H -0.491 0.132 -0.062
H 0.295 -0.061 -0.188
H 0.289 0.334 0.091
H -0.014 0.515 -0.423
H 0.049 0.119 -0.298
H 0.478 0.165 0.054
H 0.116 0.041 -0.221
C 0.040 0.098 0.283
C -0.423 -0.289 -0.227
O 0.210 0.154 0.008
C -0.300 -0.303 -0.342
O 0.174 0.061 0.173
C 0.413 0.829 0.438
F 0.047 -0.493 0.019
F -0.268 -0.220 0.040
F -0.201 -0.168 -0.288
H -0.024 0.000 -0.114
H 0.023 0.011 -0.043
H 0.037 -0.084 -0.046
H 0.146 0.211 0.055
H 0.116 0.035 0.178
C 0.124 0.067 -0.268
C 0.022 -0.482 0.306
O -0.032 0.269 -0.050
C -0.092 -0.374 0.398
O -0.028 0.154 -0.205
C 0.454 0.939 -0.503
F -0.228 -0.298 0.052
F -0.029 -0.406 0.030
F -0.017 -0.497 0.808
H -0.020 -0.006 0.113
H -0.022 0.028 0.031
H -0.094 -0.032 0.019
H 0.061 0.243 -0.069
H 0.009 0.082 -0.200



# 3
DFT (ωB97M-V/def2-TZVPD) results for one molecule with the formula C12H19NO2 at a distorted geometry.

The energy relative to the best compared isomer or geometry (same formula, charge and spin) comes out at 120.8 kcal/mol. The calculation puts the gap between HOMO and LUMO at 8.67 eV. The calculation puts the total energy at -18332.0854 eV. The structure (SMILES) is CNCCOc1ccccc1OC(C)C. Its charge is 0. The calculation puts the highest occupied orbital energy at -0.28579 Eh. The LUMO energy is 0.89 eV.

Atoms and positions in Å:
C (-2.812, -0.247, 1.269)
N (-2.902, -1.151, 0.275)
C (-2.845, -0.750, -1.209)
C (-1.328, -0.946, -1.377)
O (-0.537, -0.645, -0.280)
C (0.763, -1.012, -0.218)
C (1.061, -2.429, -0.013)
C (2.321, -2.813, 0.249)
C (3.353, -1.880, 0.236)
C (3.099, -0.500, -0.061)
C (1.829, -0.075, -0.199)
O (1.669, 1.265, -0.608)
C (0.539, 2.046, -0.269)
C (1.058, 3.470, -0.570)
C (0.056, 1.892, 1.308)
H (-1.775, -0.281, 1.715)
H (-3.146, 0.686, 1.068)
H (-3.346, -0.539, 2.205)
H (-2.859, -2.103, 0.438)
H (-3.496, -1.436, -1.791)
H (-3.248, 0.218, -1.037)
H (-1.204, -1.980, -1.500)
H (-0.999, -0.422, -2.345)
H (0.314, -3.175, -0.243)
H (2.587, -3.911, 0.686)
H (4.388, -2.204, 0.387)
H (4.043, 0.072, -0.051)
H (-0.420, 1.646, -0.801)
H (1.999, 3.894, 0.109)
H (1.577, 3.446, -1.555)
H (0.068, 4.072, -0.603)
H (0.250, 3.022, 1.740)
H (0.843, 1.264, 1.626)
H (-0.900, 1.506, 1.417)

Atomic forces in eV per Å
C 2.412 -2.152 5.212
N -2.808 -0.946 -4.546
C 1.264 -1.583 4.892
C -0.127 1.054 -3.794
O -0.231 2.031 0.735
C 1.302 -2.537 0.326
C -1.809 2.757 -1.101
C 2.878 -2.747 1.979
C -0.060 1.170 -0.434
C 3.134 -3.071 1.307
C -2.681 1.541 -1.599
O 0.342 -1.767 0.803
C -1.740 -0.256 1.661
C -0.041 0.692 0.007
C 3.486 4.688 -2.224
H -0.473 1.010 -0.476
H -0.742 3.085 -1.000
H -0.502 -0.042 -0.659
H 0.171 -1.733 0.627
H 0.696 0.685 0.057
H -0.058 1.246 -1.327
H 0.035 -1.700 -0.842
H 0.125 -0.557 1.220
H -0.448 0.121 0.563
H -0.813 2.590 -1.642
H -0.457 0.199 0.075
H -1.169 0.436 -0.276
H 1.875 1.342 0.012
H -3.046 -1.231 -1.022
H -0.863 0.146 0.304
H 2.167 -0.116 0.147
H -0.857 -3.058 -0.599
H 0.517 -0.830 1.335
H -1.482 -0.469 0.277



# 4
DFT (ωB97M-V/def2-TZVPD) results for C12H19O2PdSSe3SiTe2 as an isolated structure.

The calculation puts the gap between HOMO and LUMO (spin up / spin down) at 5.66 / 5.26 eV. The calculation puts the total energy at -249669.3702 eV. Its charge is -1. The calculation puts the highest occupied orbital energy (spin up / spin down) at -0.12848 / -0.14503 Eh. Its spin multiplicity is 3. The LUMO energy (spin up / spin down) is 2.16 / 1.31 eV.

Atoms and positions in Å:
Pd (-3.199, -0.282, 0.912)
Se (-3.922, 0.400, 3.293)
Te (-5.721, 0.692, 1.582)
Te (-4.556, 0.957, -1.063)
Se (-2.456, 1.990, -0.335)
O (-4.833, -3.161, 0.322)
C (-4.079, -2.457, 0.779)
C (-0.308, 1.195, 4.149)
Si (0.363, 0.488, 2.538)
C (0.588, 1.928, 1.341)
C (2.092, -0.195, 2.889)
Se (-0.856, -1.208, 1.748)
H (0.393, 1.910, 4.589)
H (-0.489, 0.397, 4.871)
H (-1.258, 1.702, 3.967)
H (1.482, 2.504, 1.601)
H (-0.270, 2.603, 1.376)
H (0.691, 1.559, 0.320)
H (2.712, 0.535, 3.417)
H (2.589, -0.452, 1.950)
H (2.033, -1.101, 3.495)
C (3.071, 2.035, -2.045)
C (2.092, 0.896, -1.983)
C (0.794, 1.055, -2.462)
C (-0.139, 0.036, -2.350)
C (0.235, -1.157, -1.758)
C (1.509, -1.329, -1.244)
C (2.438, -0.308, -1.375)
S (-0.952, -2.484, -1.598)
C (-0.598, -3.225, -3.209)
O (-2.314, -1.915, -1.749)
H (2.989, 2.579, -2.986)
H (4.098, 1.683, -1.942)
H (2.881, 2.744, -1.236)
H (0.499, 2.003, -2.898)
H (-1.164, 0.174, -2.671)
H (1.762, -2.241, -0.718)
H (3.434, -0.433, -0.967)
H (-0.767, -2.478, -3.984)
H (-1.293, -4.055, -3.327)
H (0.430, -3.584, -3.240)

Atomic forces in eV per Å
Pd 0.222 -0.351 0.287
Se -0.086 0.214 -0.305
Te 0.073 -0.108 0.009
Te -0.013 0.016 0.236
Se -0.026 -0.016 0.051
O 0.002 -0.122 0.060
C 0.079 0.377 -0.194
C -0.002 -0.056 -0.048
Si 0.112 0.205 0.055
C 0.013 -0.044 0.073
C -0.054 -0.036 -0.028
Se -0.308 -0.062 -0.154
H 0.010 0.018 -0.017
H 0.006 -0.001 0.009
H 0.000 -0.006 0.001
H 0.004 -0.008 0.012
H -0.018 -0.009 -0.002
H 0.008 0.008 -0.031
H -0.012 0.032 -0.004
H 0.002 -0.016 -0.009
H 0.004 -0.001 0.006
C 0.048 0.039 -0.010
C -0.046 -0.006 -0.003
C 0.050 -0.009 0.008
C -0.051 -0.051 0.003
C 0.017 0.077 -0.001
C 0.013 -0.026 -0.027
C 0.000 0.002 0.015
S 0.138 -0.077 0.091
C 0.018 -0.040 -0.049
O -0.185 0.066 -0.102
H -0.011 0.001 0.004
H -0.004 -0.011 0.000
H -0.013 -0.001 0.005
H -0.015 0.002 0.002
H 0.013 -0.008 0.001
H 0.007 -0.009 0.004
H 0.004 0.002 0.002
H -0.016 0.015 0.024
H 0.005 -0.015 -0.005
H 0.008 0.013 0.032



Repeat the third record exactly.
DFT (ωB97M-V/def2-TZVPD) results for one molecule with the formula C12H19NO2 at a distorted geometry.

The energy relative to the best compared isomer or geometry (same formula, charge and spin) comes out at 120.8 kcal/mol. The calculation puts the gap between HOMO and LUMO at 8.67 eV. The calculation puts the total energy at -18332.0854 eV. The structure (SMILES) is CNCCOc1ccccc1OC(C)C. Its charge is 0. The calculation puts the highest occupied orbital energy at -0.28579 Eh. The LUMO energy is 0.89 eV.

Atoms and positions in Å:
C (-2.812, -0.247, 1.269)
N (-2.902, -1.151, 0.275)
C (-2.845, -0.750, -1.209)
C (-1.328, -0.946, -1.377)
O (-0.537, -0.645, -0.280)
C (0.763, -1.012, -0.218)
C (1.061, -2.429, -0.013)
C (2.321, -2.813, 0.249)
C (3.353, -1.880, 0.236)
C (3.099, -0.500, -0.061)
C (1.829, -0.075, -0.199)
O (1.669, 1.265, -0.608)
C (0.539, 2.046, -0.269)
C (1.058, 3.470, -0.570)
C (0.056, 1.892, 1.308)
H (-1.775, -0.281, 1.715)
H (-3.146, 0.686, 1.068)
H (-3.346, -0.539, 2.205)
H (-2.859, -2.103, 0.438)
H (-3.496, -1.436, -1.791)
H (-3.248, 0.218, -1.037)
H (-1.204, -1.980, -1.500)
H (-0.999, -0.422, -2.345)
H (0.314, -3.175, -0.243)
H (2.587, -3.911, 0.686)
H (4.388, -2.204, 0.387)
H (4.043, 0.072, -0.051)
H (-0.420, 1.646, -0.801)
H (1.999, 3.894, 0.109)
H (1.577, 3.446, -1.555)
H (0.068, 4.072, -0.603)
H (0.250, 3.022, 1.740)
H (0.843, 1.264, 1.626)
H (-0.900, 1.506, 1.417)

Atomic forces in eV per Å
C 2.412 -2.152 5.212
N -2.808 -0.946 -4.546
C 1.264 -1.583 4.892
C -0.127 1.054 -3.794
O -0.231 2.031 0.735
C 1.302 -2.537 0.326
C -1.809 2.757 -1.101
C 2.878 -2.747 1.979
C -0.060 1.170 -0.434
C 3.134 -3.071 1.307
C -2.681 1.541 -1.599
O 0.342 -1.767 0.803
C -1.740 -0.256 1.661
C -0.041 0.692 0.007
C 3.486 4.688 -2.224
H -0.473 1.010 -0.476
H -0.742 3.085 -1.000
H -0.502 -0.042 -0.659
H 0.171 -1.733 0.627
H 0.696 0.685 0.057
H -0.058 1.246 -1.327
H 0.035 -1.700 -0.842
H 0.125 -0.557 1.220
H -0.448 0.121 0.563
H -0.813 2.590 -1.642
H -0.457 0.199 0.075
H -1.169 0.436 -0.276
H 1.875 1.342 0.012
H -3.046 -1.231 -1.022
H -0.863 0.146 0.304
H 2.167 -0.116 0.147
H -0.857 -3.058 -0.599
H 0.517 -0.830 1.335
H -1.482 -0.469 0.277